(1)
Entry from the OMol25 dataset: a structure of composition C53H40F9IrN5PTe (ωB97M-V with the def2-TZVPD basis set).

Last column: Mulliken spin population.
CARTESIAN COORDINATES (ANGSTROEM)
Ir1 0.123 -0.895 -0.278  2.16
C1 -4.533 0.974 5.014  -0.01
C2 -3.320 0.692 4.175  0.11
C3 -2.023 0.857 4.674  -0.02
C4 -0.936 0.591 3.886  0.13
C5 -1.056 0.086 2.559  0.11
N1 0.047 -0.276 1.855  0.50
C6 1.236 -0.637 2.510  0.03
C7 1.226 -1.374 3.703  0.10
C8 2.389 -1.793 4.317  -0.04
C9 3.635 -1.510 3.762  0.06
C10 4.911 -1.987 4.400  0.00
C11 3.654 -0.799 2.566  -0.01
C12 2.495 -0.359 1.953  0.00
N2 2.653 0.441 0.768  -0.06
C13 3.665 1.292 0.497  0.03
C14 3.480 1.793 -0.772  0.00
C15 2.311 1.187 -1.228  0.04
N3 1.811 0.377 -0.291  0.18
C16 -2.382 0.018 2.027  0.09
C17 -3.457 0.313 2.837  -0.04
N4 -2.685 -0.366 0.680  0.02
C18 -3.869 -0.833 0.226  0.05
C19 -3.821 -0.898 -1.147  0.00
C20 -2.548 -0.450 -1.478  0.07
N5 -1.848 -0.126 -0.375  0.08
H1 -4.286 1.016 6.072  0.00
H2 -5.303 0.217 4.862  0.01
H3 -4.975 1.935 4.734  0.02
H4 -1.880 1.209 5.691  0.01
H5 0.060 0.773 4.269  -0.01
H6 0.268 -1.649 4.126  0.00
H7 2.332 -2.359 5.241  0.00
H8 4.788 -2.133 5.472  0.00
H9 5.732 -1.293 4.226  0.00
H10 5.210 -2.948 3.971  0.01
H11 4.612 -0.598 2.097  0.00
H12 4.451 1.483 1.213  0.00
H13 4.115 2.490 -1.299  0.00
H14 1.814 1.285 -2.181  0.00
H15 -4.460 0.264 2.429  0.01
H16 -4.669 -1.110 0.897  0.00
H17 -4.607 -1.219 -1.814  0.00
H18 -2.105 -0.326 -2.455  0.00
Te1 -0.108 3.612 0.495  0.85
C21 -0.122 5.632 0.098  0.05
C22 0.418 6.047 -1.129  0.03
C23 0.465 7.399 -1.410  -0.03
C24 -0.064 8.313 -0.503  0.11
C25 -0.626 7.888 0.702  -0.02
C26 -0.649 6.545 1.019  0.03
C27 0.206 3.681 2.566  0.00
C28 1.521 3.518 2.993  -0.03
C29 1.802 3.638 4.349  0.01
C30 0.779 3.915 5.251  0.00
C31 -0.531 4.056 4.808  0.00
C32 -0.831 3.934 3.457  -0.01
H19 0.815 5.330 -1.839  -0.01
H20 0.909 7.742 -2.336  0.00
H21 -0.050 9.370 -0.741  0.00
H22 -1.046 8.611 1.390  0.00
H23 -1.072 6.218 1.959  0.01
H24 2.322 3.329 2.286  -0.01
H25 2.823 3.532 4.697  0.00
H26 1.005 4.025 6.304  0.00
H27 -1.324 4.270 5.514  0.00
H28 -1.856 4.030 3.118  -0.01
F1 -2.621 -6.240 -5.489  0.00
C33 -1.378 -5.745 -5.564  0.00
F2 -1.341 -4.856 -6.562  0.00
F3 -0.550 -6.751 -5.860  0.00
C34 -0.994 -5.114 -4.245  0.00
C35 -1.024 -5.904 -3.102  0.00
C36 -0.703 -5.354 -1.875  0.00
C37 -0.357 -4.004 -1.792  -0.11
C38 -0.316 -3.223 -2.944  -0.01
C39 -0.632 -3.780 -4.179  0.05
P1 0.096 -3.264 -0.217  0.31
C40 -1.158 -3.706 0.995  0.07
C41 -2.474 -3.890 0.583  0.03
C42 -3.492 -3.976 1.527  -0.02
C43 -3.188 -3.861 2.871  0.01
C44 -1.870 -3.719 3.293  0.00
C45 -0.856 -3.635 2.357  0.01
C46 -4.281 -3.824 3.912  0.00
F4 -5.493 -3.756 3.350  0.00
F5 -4.239 -4.887 4.711  0.00
F6 -4.128 -2.724 4.685  0.00
C47 1.693 -3.940 0.275  -0.03
C48 1.820 -5.058 1.091  0.00
C49 3.086 -5.511 1.447  0.00
C50 4.208 -4.852 0.978  0.00
C51 4.092 -3.757 0.130  0.03
C52 2.835 -3.296 -0.214  0.04
C53 5.591 -5.273 1.409  0.00
F7 6.353 -5.575 0.357  0.00
F8 6.190 -4.248 2.059  0.00
F9 5.561 -6.319 2.234  0.00
H29 -1.299 -6.950 -3.176  0.00
H30 -0.725 -5.976 -0.985  0.00
H31 -0.027 -2.178 -2.881  -0.02
H32 -0.600 -3.184 -5.081  0.00
H33 -2.713 -3.956 -0.472  0.00
H34 -4.518 -4.119 1.214  0.00
H35 -1.648 -3.667 4.354  0.00
H36 0.167 -3.500 2.682  0.00
H37 0.945 -5.587 1.451  0.00
H38 3.194 -6.376 2.088  0.00
H39 4.984 -3.276 -0.256  0.00
H40 2.736 -2.440 -0.875  -0.01

Its total charge is +3. Its lowest unoccupied orbital energy (spin up / spin down) is -7.166 / -10.591 eV. The frontier orbital gap (spin up / spin down) comes out at 8.10 / 5.53 eV. The spin multiplicity is 6. For the calculated total energy, the calculation gives -106914.085 eV. The calculation puts the HOMO energy (spin up / spin down) at -15.266 / -16.126 eV.

***

(2)
Entry from the OMol25 dataset: a structure of composition C53H41CdN9O2S2Si in a non-equilibrium geometry (ωB97M-V with the def2-TZVPD basis set).

Last column: Mulliken charge in e.
CARTESIAN COORDINATES (ANGSTROEM)
Cd1 -1.581 0.185 -0.365  2.87
C1 3.867 1.535 4.689  -1.62
C2 2.965 1.572 3.482  0.30
C3 2.853 2.705 2.661  -1.41
C4 2.033 2.729 1.556  -0.18
C5 1.242 1.613 1.155  -0.32
N1 0.374 1.606 0.137  1.29
C6 0.509 2.516 -0.903  -0.50
C7 1.735 2.636 -1.576  0.12
C8 1.917 3.432 -2.686  -1.16
C9 0.849 4.129 -3.239  0.46
C10 0.997 4.946 -4.496  -1.67
C11 -0.375 4.020 -2.604  -0.74
C12 -0.549 3.279 -1.438  -0.18
N2 -1.834 3.364 -0.826  -0.18
C13 -2.718 4.384 -0.919  -0.29
C14 -3.825 4.034 -0.185  -1.35
C15 -3.519 2.769 0.341  -0.83
N3 -2.317 2.387 -0.047  1.33
C16 1.363 0.494 2.017  -0.18
C17 2.189 0.487 3.135  -0.72
N4 0.556 -0.664 1.790  1.74
C18 -0.178 -1.331 2.670  -0.42
C19 -0.849 -2.354 2.004  -2.94
C20 -0.473 -2.239 0.686  0.12
N5 0.413 -1.217 0.547  0.92
H1 4.565 2.375 4.676  0.40
H2 3.298 1.588 5.620  0.28
H3 4.454 0.613 4.709  0.32
H4 3.429 3.594 2.904  0.30
H5 1.947 3.637 0.973  0.47
H6 2.565 2.056 -1.190  0.28
H7 2.897 3.492 -3.149  0.33
H8 2.039 5.229 -4.656  0.39
H9 0.665 4.384 -5.373  0.27
H10 0.402 5.859 -4.446  0.36
H11 -1.237 4.510 -3.040  0.53
H12 -2.502 5.274 -1.482  0.46
H13 -4.717 4.619 -0.037  0.40
H14 -4.098 2.119 0.978  0.44
H15 2.241 -0.418 3.732  0.39
H16 -0.241 -1.011 3.697  0.81
H17 -1.562 -3.042 2.420  0.37
H18 -0.801 -2.787 -0.181  1.07
O1 -0.116 3.518 6.709  -0.56
C21 -1.014 2.474 6.778  0.69
O2 -1.304 2.073 7.888  -0.68
C22 -1.499 1.950 5.517  0.64
C23 -2.262 0.766 5.518  -1.17
C24 -2.657 0.142 4.364  -0.93
C25 -2.277 0.647 3.062  -0.25
C26 -1.560 1.894 3.080  0.31
C27 -1.205 2.507 4.244  -0.71
N6 -2.508 0.021 1.919  0.59
C28 -3.443 -1.019 1.899  -1.56
C29 -3.548 -1.889 0.845  0.55
C30 -4.586 -2.897 0.781  -1.36
C31 -4.648 -3.759 -0.261  -0.27
C32 -3.690 -3.675 -1.314  -1.25
C33 -2.743 -2.689 -1.221  -0.31
N7 -2.635 -1.825 -0.202  0.71
H19 0.095 3.677 5.781  0.28
H20 -2.510 0.338 6.483  0.40
H21 -3.201 -0.790 4.427  0.28
H22 -1.297 2.337 2.132  0.02
H23 -0.703 3.468 4.161  0.24
H24 -4.166 -1.119 2.704  0.21
H25 -5.308 -2.936 1.590  0.39
H26 -5.433 -4.508 -0.298  0.36
H27 -3.712 -4.341 -2.165  0.47
H28 -1.998 -2.575 -2.005  0.38
S1 -3.048 0.714 -2.732  -0.59
C34 -2.167 -0.166 -3.926  0.67
C35 -2.732 -0.337 -5.203  -0.97
C36 -2.106 -1.033 -6.226  0.74
C37 -2.727 -1.112 -7.517  -0.12
N8 -3.226 -1.157 -8.554  -0.67
C38 -0.861 -1.636 -5.984  -0.64
C39 -0.278 -1.473 -4.732  -0.31
C40 -0.868 -0.728 -3.710  -0.08
S2 0.065 -0.466 -2.259  0.29
C41 -0.183 -2.408 -6.980  -0.21
N9 0.383 -3.045 -7.757  -0.71
H29 -3.702 0.105 -5.389  0.50
H30 0.688 -1.925 -4.546  0.35
C42 1.325 -5.140 -3.124  -0.75
C43 1.395 -5.267 -1.742  -0.82
C44 1.598 -4.145 -0.954  -0.33
C45 1.732 -2.877 -1.526  0.26
C46 1.690 -2.774 -2.917  -1.04
C47 1.481 -3.894 -3.711  -0.56
Si1 1.909 -1.340 -0.488  0.74
C48 3.339 -1.526 0.696  0.83
C49 4.473 -0.742 0.488  -0.32
C50 5.602 -0.891 1.283  -0.72
C51 5.609 -1.823 2.311  -0.51
C52 4.480 -2.597 2.545  -0.85
C53 3.359 -2.449 1.743  -0.19
H31 1.145 -6.013 -3.740  0.40
H32 1.277 -6.236 -1.275  0.41
H33 1.631 -4.261 0.123  0.14
H34 1.778 -1.797 -3.380  1.42
H35 1.418 -3.787 -4.787  0.49
H36 2.073 -0.089 -1.225  -0.34
H37 4.471 0.002 -0.302  0.28
H38 6.476 -0.277 1.103  0.41
H39 6.489 -1.941 2.930  0.37
H40 4.473 -3.315 3.357  0.41
H41 2.479 -3.051 1.949  0.19

The calculation puts the energy relative to the best compared isomer or geometry (same formula, charge and spin) at 2.1052 eV. Its total charge is -2. Its lowest unoccupied orbital energy is 3.762 eV. The frontier orbital gap comes out at 4.42 eV. For the calculated total energy, the calculation gives -107246.854 eV. The calculation puts the HOMO energy at -0.657 eV.

***

(3)
Entry from the OMol25 dataset: a structure of composition C53H42BCl4N6O2STi (ωB97M-V with the def2-TZVPD basis set).

Last column: Mulliken spin population.
CARTESIAN COORDINATES (ANGSTROEM)
Ti1 -0.191 -0.185 0.578  0.22
Cl1 -3.378 -2.368 -8.059  0.00
C1 -2.864 -2.005 -6.438  0.00
C2 -2.135 -0.851 -6.195  0.00
C3 -1.727 -0.569 -4.901  0.02
C4 -2.037 -1.422 -3.844  0.00
C5 -2.769 -2.574 -4.121  0.02
C6 -3.185 -2.874 -5.411  0.00
C7 -1.581 -1.115 -2.459  0.07
C8 -0.718 -1.998 -1.853  -0.04
C9 -0.159 -3.181 -2.478  0.07
C10 0.659 -3.764 -1.583  -0.05
C11 0.650 -2.964 -0.382  0.09
C12 1.421 -3.201 0.734  0.00
C13 2.203 -4.468 0.777  0.00
C14 3.596 -4.438 0.794  0.00
C15 4.334 -5.610 0.823  0.00
C16 3.670 -6.826 0.840  0.00
Cl2 4.590 -8.303 0.877  0.00
C17 2.287 -6.886 0.827  0.00
C18 1.563 -5.703 0.795  0.00
C19 1.563 -2.333 1.841  0.12
N1 1.083 -1.043 1.921  -0.01
C20 1.444 -0.552 3.153  0.05
C21 1.161 0.747 3.629  0.02
C22 1.754 1.140 4.937  0.00
C23 0.941 1.426 6.031  0.01
C24 1.484 1.799 7.251  0.00
C25 2.860 1.886 7.378  0.00
Cl3 3.552 2.358 8.903  0.00
C26 3.694 1.602 6.309  0.00
C27 3.135 1.230 5.097  0.01
C28 0.366 1.664 2.969  0.05
C29 0.116 3.022 3.416  0.00
C30 -0.751 3.580 2.555  0.01
C31 -1.062 2.595 1.541  0.02
N2 -0.337 1.436 1.808  0.01
C32 -1.941 2.778 0.509  0.06
C33 -2.218 1.847 -0.528  0.07
C34 -3.080 2.071 -1.613  0.02
C35 -2.969 0.987 -2.459  0.07
C36 -2.036 0.102 -1.878  0.02
N3 -1.602 0.623 -0.680  -0.01
C37 -2.645 4.092 0.424  -0.01
C38 -2.137 5.109 -0.380  0.00
C39 -2.780 6.334 -0.468  0.00
C40 -3.945 6.537 0.255  0.00
Cl4 -4.758 8.072 0.149  0.00
C41 -4.471 5.543 1.060  0.00
C42 -3.814 4.322 1.138  0.01
C43 2.146 -1.558 3.867  0.07
C44 2.221 -2.655 3.052  -0.01
N4 -0.217 -1.894 -0.566  0.01
H1 -1.889 -0.187 -7.011  0.00
H2 -1.156 0.330 -4.704  0.00
H3 -3.009 -3.257 -3.315  0.00
H4 -3.753 -3.770 -5.617  0.00
H5 -0.357 -3.502 -3.488  0.00
H6 1.258 -4.648 -1.729  0.00
H7 4.103 -3.482 0.775  0.00
H8 5.415 -5.586 0.828  0.00
H9 1.787 -7.844 0.849  0.00
H10 0.481 -5.738 0.795  0.00
H11 -0.134 1.344 5.927  0.00
H12 0.848 2.015 8.098  0.00
H13 4.766 1.678 6.426  0.00
H14 3.782 1.014 4.256  0.00
H15 0.567 3.479 4.281  0.01
H16 -1.154 4.579 2.583  0.01
H17 -3.689 2.951 -1.750  0.00
H18 -3.482 0.827 -3.394  0.00
H19 -1.227 4.933 -0.939  0.00
H20 -2.385 7.126 -1.088  0.00
H21 -5.379 5.723 1.618  0.00
H22 -4.213 3.541 1.773  0.00
H23 2.519 -1.462 4.873  0.00
H24 2.672 -3.607 3.277  0.00
S1 -2.254 -1.286 2.374  0.00
C45 -3.502 -1.239 1.249  0.00
N5 -4.590 -0.447 1.323  0.00
C46 -5.379 -0.484 0.095  0.00
C47 -4.812 -1.732 -0.613  0.00
N6 -3.585 -1.968 0.132  0.00
H25 -4.556 0.354 1.929  0.00
H26 -5.213 0.418 -0.495  0.00
H27 -6.441 -0.584 0.313  0.00
H28 -4.602 -1.533 -1.663  0.00
H29 -5.487 -2.587 -0.538  0.00
H30 -2.925 -2.707 -0.043  0.00
C48 2.500 -0.171 -3.443  0.00
C49 3.084 0.400 -2.158  0.00
C50 4.546 0.015 -2.029  0.00
O1 2.354 -0.216 -1.071  0.00
B1 1.367 0.665 -0.663  0.01
O2 1.530 1.908 -1.225  -0.02
C51 2.784 1.921 -1.954  0.00
C52 2.567 2.702 -3.237  0.00
C53 3.798 2.631 -1.071  0.00
H31 2.626 -1.254 -3.434  0.00
H32 2.994 0.232 -4.328  0.00
H33 1.430 0.037 -3.510  0.00
H34 4.639 -1.066 -2.133  0.00
H35 4.954 0.299 -1.061  0.00
H36 5.144 0.485 -2.813  0.00
H37 1.758 2.282 -3.831  0.00
H38 3.476 2.715 -3.842  0.00
H39 2.309 3.732 -2.990  0.00
H40 3.934 2.104 -0.126  0.00
H41 3.427 3.631 -0.846  0.00
H42 4.767 2.723 -1.564  0.00

The calculation puts the energy relative to the best compared isomer or geometry (same formula, charge and spin) at 0.1271 eV. Its lowest unoccupied orbital energy (spin up / spin down) is -1.120 / -1.562 eV. The frontier orbital gap (spin up / spin down) comes out at 4.70 / 5.29 eV. The spin multiplicity is 2. For the calculated total energy, the calculation gives -153401.902 eV. The calculation puts the HOMO energy (spin up / spin down) at -5.823 / -6.856 eV.

***

(4)
Entry from the OMol25 dataset: a structure of composition C53H43F2InN4O2P2S3 in a non-equilibrium geometry (ωB97M-V with the def2-TZVPD basis set).

Last column: natural (NBO) charge in e.
CARTESIAN COORDINATES (ANGSTROEM)
In1 -0.192 0.118 -0.572  1.62
S1 1.586 -2.612 2.164  -0.64
P1 1.631 -0.654 2.255  1.38
C1 1.399 0.497 0.927  -1.65
P2 2.683 0.489 -0.299  1.40
S2 2.183 -0.293 -2.066  -0.62
C2 3.058 2.241 -0.653  -0.39
C3 2.321 3.259 -0.065  -0.22
C4 2.604 4.586 -0.365  -0.16
C5 3.619 4.893 -1.257  -0.23
C6 4.337 3.875 -1.873  -0.22
C7 4.054 2.553 -1.579  -0.17
C8 4.285 -0.202 0.209  -0.40
C9 5.323 0.581 0.702  -0.20
C10 6.512 -0.020 1.082  -0.17
C11 6.671 -1.393 0.962  -0.22
C12 5.635 -2.174 0.472  -0.21
C13 4.441 -1.581 0.097  -0.17
C14 3.116 -0.059 3.153  -0.40
C15 4.027 -0.964 3.680  -0.14
C16 5.105 -0.513 4.431  -0.23
C17 5.269 0.845 4.662  -0.21
C18 4.361 1.752 4.136  -0.21
C19 3.287 1.305 3.383  -0.20
C20 0.377 -0.135 3.504  -0.34
C21 -0.923 0.159 3.112  -0.22
C22 -1.904 0.460 4.046  -0.19
C23 -1.593 0.463 5.398  -0.24
C24 -0.301 0.159 5.802  -0.21
C25 0.676 -0.145 4.865  -0.18
H1 1.531 2.994 0.626  0.25
H2 2.039 5.377 0.111  0.20
H3 3.854 5.928 -1.473  0.21
H4 5.123 4.116 -2.579  0.21
H5 4.597 1.750 -2.064  0.23
H6 5.197 1.651 0.794  0.23
H7 7.317 0.587 1.477  0.20
H8 7.606 -1.854 1.254  0.21
H9 5.758 -3.246 0.381  0.21
H10 3.621 -2.174 -0.287  0.25
H11 3.877 -2.020 3.496  0.24
H12 5.814 -1.224 4.838  0.21
H13 6.108 1.198 5.250  0.21
H14 4.490 2.813 4.314  0.21
H15 2.576 2.009 2.968  0.23
H16 -1.157 0.178 2.059  0.20
H17 -2.909 0.700 3.713  0.19
H18 -2.349 0.710 6.132  0.21
H19 -0.050 0.156 6.855  0.21
H20 1.681 -0.375 5.194  0.23
F1 -0.755 1.585 -5.840  -0.33
C26 -1.070 1.928 -4.576  0.49
C27 -0.636 1.141 -3.529  -0.39
C28 -0.987 1.449 -2.222  -0.30
C29 -1.731 2.621 -1.971  -0.28
C30 -2.114 3.397 -3.065  0.43
F2 -2.772 4.564 -2.880  -0.33
C31 -1.821 3.064 -4.370  -0.40
C32 -1.971 3.080 -0.578  0.29
C33 -3.023 3.920 -0.204  -0.26
C34 -3.123 4.329 1.115  -0.17
C35 -2.154 3.936 2.025  -0.25
C36 -1.142 3.109 1.568  0.05
N1 -1.069 2.676 0.316  -0.46
H21 0.018 0.305 -3.734  0.23
H22 -2.141 3.692 -5.188  0.24
H23 -3.754 4.248 -0.927  0.23
H24 -3.937 4.973 1.425  0.22
H25 -2.187 4.259 3.056  0.22
H26 -0.343 2.779 2.222  0.22
O1 -0.600 -1.875 -1.777  -0.98
S3 -0.736 -2.111 -3.243  1.30
C37 -0.832 -3.904 -3.397  -0.16
C38 -1.009 -4.441 -4.663  -0.25
C39 -1.079 -5.816 -4.808  -0.19
C40 -0.960 -6.635 -3.692  -0.21
C41 -0.761 -6.082 -2.435  -0.19
C42 -0.691 -4.704 -2.279  -0.24
C43 -2.495 -1.832 -3.576  -0.16
C44 -3.421 -2.219 -2.620  -0.23
C45 -4.762 -1.946 -2.826  -0.20
C46 -5.167 -1.286 -3.980  -0.20
C47 -4.234 -0.905 -4.933  -0.21
C48 -2.888 -1.176 -4.730  -0.23
H27 -1.094 -3.784 -5.522  0.22
H28 -1.217 -6.250 -5.789  0.22
H29 -1.016 -7.709 -3.806  0.22
H30 -0.648 -6.729 -1.575  0.22
H31 -0.520 -4.251 -1.309  0.26
H32 -3.082 -2.717 -1.720  0.24
H33 -5.495 -2.248 -2.088  0.22
H34 -6.216 -1.067 -4.136  0.22
H35 -4.551 -0.392 -5.832  0.22
H36 -2.145 -0.868 -5.457  0.23
C49 -2.573 -2.858 2.770  -0.41
N2 -3.113 -1.818 1.903  -0.40
C50 -4.304 -1.224 2.103  0.14
C51 -4.767 -0.270 1.258  -0.40
C52 -3.930 0.098 0.163  0.48
N3 -2.713 -0.407 0.034  -0.62
C53 -2.270 -1.367 0.878  0.77
O2 -1.153 -1.848 0.773  -0.61
N4 -4.361 0.945 -0.777  -0.75
H37 -3.336 -3.188 3.470  0.20
H38 -1.703 -2.477 3.307  0.25
H39 -2.234 -3.693 2.161  0.23
H40 -4.876 -1.561 2.957  0.22
H41 -5.729 0.198 1.398  0.23
H42 -5.244 1.411 -0.683  0.40
H43 -3.738 1.191 -1.532  0.43

Its lowest unoccupied orbital energy is 0.124 eV. The frontier orbital gap comes out at 6.73 eV. For the calculated total energy, the calculation gives -127408.571 eV. The calculation puts the HOMO energy at -6.607 eV.

***

Look up the calculated total energy of the third one.
-153401.902 eV

***

Number 2 is which compound?
C53H41CdN9O2S2Si

***

The highest calculated total energy belongs to which entry?
C53H40F9IrN5PTe